This record from the OMol25 dataset describes a structure of composition C4H12N2O2. The level of theory is ωB97M-V/def2-TZVPD.

Structure (ORCA input):
```
! RIJCOSX wB97M-V def2-TZVPD def2/J DEFGRID3
* xyz 0 1
C -1.28 -1.15 0.92
C -1.54 1.27 -0.40
C -0.76 -0.01 -0.53
O -1.02 -2.45 0.46
O -0.74 -0.66 -1.55
H -0.95 -2.38 -0.51
H -2.37 -0.96 0.98
H -0.96 -1.06 1.97
H -0.92 2.08 -0.80
H -2.43 1.19 -1.01
H -1.77 1.55 0.62
C 1.97 -0.54 -0.49
N 1.01 0.26 0.26
N 1.24 1.67 0.36
H 0.35 -0.34 0.96
H 1.68 1.85 1.25
H 1.87 1.98 -0.38
H 1.48 -1.44 -0.88
H 2.78 -0.86 0.16
H 2.36 -0.01 -1.37
*
```

The value obtained for the HOMO energy is -8.25 eV. The value obtained for the energy above the lowest of the compared OMol25 structures with the same formula, charge and spin is 124.24 kcal per mole. The gap between HOMO and LUMO comes out at 8.973 eV. Its LUMO energy is 0.7214 eV.

---

This record from the OMol25 dataset describes a structure of composition C22H53B2ClIN6O8P2S2. The level of theory is ωB97M-V/def2-TZVPD.

Structure (ORCA input):
```
! RIJCOSX wB97M-V def2-TZVPD def2/J DEFGRID3
* xyz 1 1
C 4.80 -1.88 -0.55
C 3.43 -2.43 -1.00
S 2.07 -1.30 -0.56
C 1.30 -0.92 -2.16
N -0.07 -1.48 -2.36
C -1.05 -0.56 -2.50
N -1.36 0.22 -1.50
O -2.39 1.14 -1.63
C -0.72 0.20 -0.19
B -1.55 1.12 0.85
O -1.11 2.37 1.19
O -2.67 0.58 1.41
N -1.83 -0.42 -3.66
C -2.51 -1.68 -3.99
S -4.13 -1.70 -3.07
I -3.10 -1.72 -6.06
C -1.67 -2.92 -3.57
B -2.39 -3.74 -2.37
O -3.14 -4.84 -2.64
O -2.26 -3.32 -1.06
C -0.16 -2.57 -3.36
C 0.41 -2.13 -4.77
C 1.79 -2.62 -5.23
C 2.26 -1.79 -6.47
C 3.35 -0.77 -6.16
C 3.08 0.15 -4.97
C 3.80 1.51 -5.07
C 3.35 2.41 -3.92
O 4.41 2.58 -3.00
C 3.99 3.07 -1.75
P 0.84 -4.10 -2.88
O -0.06 -5.14 -3.78
Cl 0.42 -4.52 -0.92
H 4.99 -2.20 0.47
H 5.58 -2.28 -1.19
H 4.78 -0.79 -0.57
H 3.40 -2.62 -2.07
H 3.26 -3.38 -0.49
H 1.99 -1.29 -2.90
H 1.24 0.16 -2.19
H -2.08 1.80 -2.28
H -0.57 -0.83 0.15
H 0.26 0.65 -0.28
H -1.13 2.99 0.45
H -3.40 1.21 1.43
H -1.26 -0.07 -4.42
H -3.97 -0.64 -2.27
H -1.65 -3.59 -4.43
H -2.75 -5.41 -3.32
H -3.00 -2.77 -0.77
H -0.29 -2.42 -5.55
H 0.44 -1.04 -4.77
H 1.75 -3.66 -5.56
H 2.58 -2.53 -4.49
H 2.63 -2.48 -7.23
H 1.40 -1.26 -6.89
H 3.44 -0.12 -7.04
H 4.33 -1.25 -6.05
H 3.51 -0.31 -4.08
H 2.02 0.37 -4.84
H 4.87 1.37 -4.93
H 3.56 1.99 -6.02
H 3.03 3.40 -4.27
H 2.49 1.98 -3.39
H 3.92 2.27 -1.01
H 3.04 3.60 -1.79
H 4.73 3.78 -1.38
H 0.46 -5.95 -3.87
O -0.17 1.93 7.81
P -1.34 1.84 6.90
N -1.95 3.44 6.81
C -3.05 4.03 7.55
C -0.99 4.43 6.34
N -2.37 0.75 7.77
C -3.35 1.21 8.75
C -1.60 -0.36 8.33
N -1.89 1.27 5.38
C -0.90 1.22 4.30
C -3.21 1.58 4.93
H -3.50 4.83 6.95
H -2.74 4.46 8.51
H -3.86 3.33 7.73
H -1.08 4.58 5.25
H 0.04 4.12 6.55
H -1.14 5.39 6.83
H -2.96 1.98 9.42
H -3.68 0.37 9.35
H -4.25 1.59 8.26
H -1.08 -0.08 9.25
H -0.84 -0.70 7.62
H -2.26 -1.20 8.52
H -0.73 2.20 3.84
H -1.21 0.51 3.53
H 0.06 0.85 4.69
H -3.29 2.59 4.51
H -3.94 1.47 5.72
H -3.48 0.86 4.15
*
```

The value obtained for the HOMO energy is -9.41 eV. The value obtained for the energy above the lowest of the compared OMol25 structures with the same formula, charge and spin is 0.00 kcal per mole. The gap between HOMO and LUMO comes out at 5.743 eV. Its LUMO energy is -3.6694 eV.

---

This record from the OMol25 dataset describes a structure of composition C26H29Br2NOPt. The level of theory is ωB97M-V/def2-TZVPD.

Structure (ORCA input):
```
! RIJCOSX wB97M-V def2-TZVPD def2/J DEFGRID3
* xyz -2 1
Pt 1.19 2.18 -1.79
C -1.74 -3.54 3.82
C -1.19 -2.15 4.13
C -2.08 -1.53 5.22
C 0.23 -2.31 4.68
C -1.17 -1.25 2.89
C -0.76 0.07 3.00
C -0.75 0.89 1.89
Br -0.24 2.71 2.13
C -1.17 0.50 0.58
O -1.28 1.34 -0.37
C -1.47 -0.90 0.47
C -1.51 -1.69 1.61
C -1.84 -1.55 -0.88
C -1.24 -0.83 -2.11
C -1.32 -2.99 -0.95
C -3.37 -1.57 -1.02
H -1.77 -4.13 4.74
H -1.10 -4.07 3.11
H -2.75 -3.49 3.41
H -2.10 -2.16 6.11
H -3.10 -1.40 4.85
H -1.71 -0.54 5.51
H 0.24 -2.92 5.59
H 0.67 -1.33 4.92
H 0.88 -2.78 3.94
H -0.45 0.49 3.95
H -1.80 -2.73 1.49
H -0.17 -0.69 -2.01
H -1.67 0.15 -2.25
H -1.44 -1.45 -3.00
H -0.23 -3.01 -0.83
H -1.56 -3.42 -1.93
H -1.76 -3.65 -0.19
H -3.76 -0.55 -0.99
H -3.83 -2.14 -0.21
H -3.66 -2.02 -1.98
Br 1.47 4.57 -4.27
C 0.31 4.91 -2.81
C -0.15 6.20 -2.65
C -1.05 6.46 -1.63
C -1.48 5.39 -0.86
C -0.97 4.13 -1.09
N -0.02 3.88 -2.02
H 0.19 6.98 -3.32
H -1.41 7.47 -1.46
H -2.21 5.52 -0.07
H -1.27 3.26 -0.52
C 2.66 1.19 -2.12
C 3.69 0.44 -2.58
C 4.13 -0.76 -1.91
C 5.18 -1.51 -2.39
C 5.89 -1.16 -3.56
C 5.47 0.00 -4.22
C 4.43 0.78 -3.78
H 3.62 -1.07 -1.01
H 5.46 -2.40 -1.84
H 6.71 -1.77 -3.92
H 5.99 0.30 -5.13
H 4.14 1.67 -4.33
*
```

The value obtained for the HOMO energy (spin up / spin down) is 1.07 / 1.18 eV. The gap between HOMO and LUMO (spin up / spin down) comes out at 3.231 / 3.127 eV. Its LUMO energy (spin up / spin down) is 4.3028 / 4.3028 eV.

---

This record from the OMol25 dataset describes a cluster of 10 separate species, C16H31FN10O22 in total. The level of theory is ωB97M-V/def2-TZVPD.

Structure (ORCA input):
```
! RIJCOSX wB97M-V def2-TZVPD def2/J DEFGRID3
* xyz 0 1
C -3.86 0.71 -3.69
C -4.16 -0.78 -3.59
F -4.52 -1.32 -4.79
C -3.06 -1.53 -2.94
C -2.04 -2.18 -3.48
O -1.66 -2.39 -4.78
C -1.65 -1.32 -5.53
N -1.91 -0.50 -6.30
C -1.18 -2.75 -2.37
O -0.04 -3.05 -2.36
O -2.07 -2.85 -1.32
C -2.92 -1.76 -1.46
O -3.43 -1.18 -0.55
H -3.31 0.93 -4.59
H -4.80 1.24 -3.64
H -3.28 1.03 -2.83
H -5.02 -0.85 -2.93
C 0.12 -5.96 -3.62
N -0.35 -6.99 -4.58
O -0.51 -6.66 -5.74
O -0.55 -8.11 -4.14
H 0.25 -5.03 -4.15
H -0.63 -5.87 -2.85
H 1.06 -6.31 -3.21
C -1.33 0.42 1.66
N -0.77 1.27 0.58
O -0.19 2.29 0.88
O -0.94 0.88 -0.56
H -1.12 0.87 2.62
H -2.40 0.35 1.48
H -0.85 -0.55 1.57
C 0.47 1.95 6.37
N -0.19 1.66 5.07
O -0.30 2.57 4.28
O -0.60 0.53 4.89
H 0.78 2.99 6.40
H -0.24 1.73 7.16
H 1.33 1.28 6.44
C -7.35 -0.20 -6.79
N -6.95 0.72 -5.69
O -6.27 1.68 -5.97
O -7.32 0.43 -4.57
H -6.95 0.18 -7.72
H -6.95 -1.18 -6.55
H -8.44 -0.22 -6.81
C 1.84 5.52 9.49
N 1.30 4.46 8.60
O 1.05 4.75 7.45
O 1.13 3.36 9.09
H 1.93 6.43 8.92
H 1.15 5.64 10.32
H 2.81 5.18 9.84
C 6.40 4.32 7.84
N 5.19 4.92 8.45
O 5.31 5.55 9.47
O 4.14 4.73 7.86
H 7.26 4.57 8.45
H 6.25 3.25 7.79
H 6.51 4.74 6.84
C 0.42 -9.63 -6.71
N 1.34 -10.51 -7.47
O 0.93 -11.03 -8.49
O 2.46 -10.66 -7.02
H -0.53 -9.60 -7.23
H 0.30 -10.06 -5.72
H 0.87 -8.65 -6.66
C 6.08 3.58 3.87
N 6.92 2.50 4.46
O 7.07 1.48 3.82
O 7.41 2.72 5.55
H 5.72 3.24 2.90
H 5.26 3.76 4.55
H 6.71 4.46 3.77
C 0.71 3.70 -2.21
N 0.02 3.35 -3.48
O -0.10 4.22 -4.32
O -0.38 2.21 -3.59
H 1.02 4.74 -2.25
H 0.02 3.53 -1.40
H 1.58 3.04 -2.12
*
```

The value obtained for the HOMO energy is -10.81 eV. As for the SMILES: C[C@@H](F)C1=C(OC#N)C(=O)OC1=O.C[N+](=O)[O-].C[N+](=O)[O-].C[N+](=O)[O-].C[N+](=O)[O-].C[N+](=O)[O-].C[N+](=O)[O-].C[N+](=O)[O-].C[N+](=O)[O-].C[N+](=O)[O-]. The value obtained for the energy above the lowest of the compared OMol25 structures with the same formula, charge and spin is 8.79 kcal per mole. The gap between HOMO and LUMO comes out at 9.672 eV. Its LUMO energy is -1.1391 eV.

---

This record from the OMol25 dataset describes a structure of composition C27H37Cl5N4OReS2Sb. The level of theory is ωB97M-V/def2-TZVPD.

Structure (ORCA input):
```
! RIJCOSX wB97M-V def2-TZVPD def2/J DEFGRID3
* xyz 3 2
Re 0.19 -0.05 2.01
Cl 0.35 -0.75 4.45
C -0.82 -1.88 3.76
C -1.02 -1.59 2.40
C -1.94 -2.42 1.73
Cl -2.34 -2.15 0.09
C -2.59 -3.45 2.41
Cl -3.71 -4.44 1.61
C -2.31 -3.69 3.78
Cl -3.09 -4.94 4.59
C -1.40 -2.88 4.49
Cl -1.04 -3.11 6.13
C 3.66 -2.66 1.10
N 3.87 -1.38 0.44
C 4.82 -1.26 -0.70
C 4.95 0.26 -0.89
N 3.90 0.77 0.00
C 3.42 -0.20 0.77
S 2.51 0.15 2.24
H 3.27 -3.37 0.37
H 2.98 -2.54 1.93
H 4.62 -3.02 1.48
H 4.39 -1.77 -1.56
H 5.75 -1.74 -0.43
H 4.77 0.57 -1.92
H 5.92 0.64 -0.57
H 3.77 1.74 0.23
C 0.48 3.44 4.27
C -0.84 2.74 4.59
Sb -1.65 1.79 2.87
C -1.98 3.39 1.50
C -2.61 4.61 2.16
C -3.46 0.80 3.38
C -4.47 1.74 4.03
H 0.91 3.86 5.18
H 0.35 4.25 3.56
H 1.22 2.75 3.85
H -1.60 3.45 4.93
H -0.73 1.99 5.37
H -2.59 3.00 0.69
H -1.00 3.62 1.09
H -3.63 4.42 2.50
H -2.66 5.43 1.44
H -2.03 4.96 3.02
H -3.17 -0.01 4.05
H -3.84 0.36 2.46
H -4.09 2.18 4.95
H -5.37 1.17 4.29
H -4.78 2.54 3.36
C -0.09 1.42 -5.46
C -0.81 1.89 -4.21
C 0.08 1.89 -2.97
N 0.46 0.50 -2.63
C 0.37 -0.11 -1.48
S -0.25 0.78 -0.07
N 0.70 -1.40 -1.33
C 1.30 -2.32 -2.29
O 2.24 -2.96 -1.89
C 0.73 -2.38 -3.64
C -0.63 -2.09 -3.86
C -1.15 -2.24 -5.13
C -0.33 -2.66 -6.18
C 1.01 -2.93 -5.96
C 1.54 -2.81 -4.69
H -0.75 1.47 -6.33
H 0.24 0.38 -5.40
H 0.78 2.04 -5.67
H -1.70 1.28 -4.01
H -1.17 2.91 -4.35
H -0.41 2.34 -2.11
H 1.01 2.43 -3.16
H 0.73 -0.06 -3.42
H 0.73 -1.74 -0.39
H -1.27 -1.80 -3.04
H -2.21 -2.06 -5.31
H -0.75 -2.77 -7.17
H 1.64 -3.26 -6.78
H 2.58 -3.05 -4.49
*
```

The value obtained for the HOMO energy (spin up / spin down) is -16.65 / -16.69 eV. The value obtained for the energy above the lowest of the compared OMol25 structures with the same formula, charge and spin is 0.00 kcal per mole. The gap between HOMO and LUMO (spin up / spin down) comes out at 5.983 / 6.297 eV. Its LUMO energy (spin up / spin down) is -10.6712 / -10.3939 eV.

---

This record from the OMol25 dataset describes an isolated molecule of C3H6INS. The level of theory is ωB97M-V/def2-TZVPD.

Structure (ORCA input):
```
! RIJCOSX wB97M-V def2-TZVPD def2/J DEFGRID3
* xyz 0 1
C -0.67 0.01 1.27
C -0.71 -0.26 -0.90
C 0.32 -0.11 0.18
N -1.75 -0.71 0.04
S 1.27 1.47 0.00
I -3.60 0.16 0.05
H -0.46 -0.63 2.10
H -0.90 0.98 1.32
H -1.08 0.66 -1.23
H -0.79 -0.99 -1.80
H 0.94 -0.91 0.12
H 1.21 1.58 -1.35
*
```

The value obtained for the HOMO energy is -8.63 eV. As for the SMILES: SC1CN(I)C1. The value obtained for the energy above the lowest of the compared OMol25 structures with the same formula, charge and spin is 41.08 kcal per mole. The gap between HOMO and LUMO comes out at 8.607 eV. Its LUMO energy is -0.0267 eV.

---

This record from the OMol25 dataset describes a structure of composition C29H37N2RhS3Si. The level of theory is ωB97M-V/def2-TZVPD.

Structure (ORCA input):
```
! RIJCOSX wB97M-V def2-TZVPD def2/J DEFGRID3
* xyz 0 1
Rh -0.28 -0.43 0.19
C -3.55 1.17 1.25
C -2.24 1.78 1.65
C -2.21 2.90 2.46
C -0.97 3.41 2.86
C 0.20 2.83 2.41
C 0.12 1.72 1.54
N -1.11 1.21 1.21
N 1.11 1.04 0.95
Si 2.79 1.29 1.22
C 3.80 0.34 -0.04
C 3.26 0.67 2.94
C 3.31 3.10 1.11
H -4.26 1.95 0.96
H -4.00 0.63 2.09
H -3.43 0.48 0.42
H -3.13 3.35 2.80
H -0.92 4.26 3.52
H 1.16 3.21 2.72
H 3.44 -0.66 -0.26
H 4.82 0.26 0.33
H 3.84 0.89 -0.99
H 2.97 -0.37 3.09
H 2.77 1.26 3.72
H 4.34 0.74 3.10
H 2.49 3.74 0.77
H 4.13 3.21 0.40
H 3.65 3.48 2.08
C 1.36 -3.35 2.03
C 2.02 -2.76 0.79
S 1.01 -2.08 -0.56
C -0.10 -3.46 -0.96
C -1.34 -3.57 -0.08
S -1.96 -1.92 0.41
C -2.27 -2.20 2.17
C -1.22 -2.85 3.07
S 0.47 -2.21 3.12
H 2.17 -3.78 2.63
H 0.70 -4.18 1.78
H 2.66 -3.53 0.34
H 2.66 -1.93 1.07
H 0.48 -4.39 -0.97
H -0.40 -3.25 -1.99
H -1.13 -4.13 0.83
H -2.14 -4.08 -0.61
H -3.18 -2.80 2.24
H -2.50 -1.20 2.54
H -1.17 -3.93 2.91
H -1.58 -2.73 4.10
C -1.08 0.22 -2.29
C -0.04 0.82 -2.41
C 1.14 1.57 -2.69
C 2.11 1.06 -3.56
C 3.21 1.83 -3.92
C 3.35 3.11 -3.41
C 2.40 3.62 -2.53
C 1.31 2.85 -2.17
H 1.98 0.06 -3.97
H 3.95 1.42 -4.59
H 4.21 3.71 -3.69
H 2.52 4.61 -2.13
H 0.56 3.24 -1.48
C -4.89 -1.50 -2.94
C -4.78 -0.26 -2.34
C -3.53 0.31 -2.13
C -2.38 -0.36 -2.51
C -2.49 -1.61 -3.13
C -3.74 -2.18 -3.34
H -5.86 -1.95 -3.10
H -5.67 0.28 -2.04
H -3.44 1.28 -1.67
H -1.60 -2.12 -3.46
H -3.82 -3.14 -3.83
*
```

The value obtained for the HOMO energy is -6.13 eV. The value obtained for the energy above the lowest of the compared OMol25 structures with the same formula, charge and spin is 0.00 kcal per mole. The gap between HOMO and LUMO comes out at 6.453 eV. Its LUMO energy is 0.3254 eV.

---

This record from the OMol25 dataset describes an isolated molecule of C2H6O2. The level of theory is ωB97M-V/def2-TZVPD.

Structure (ORCA input):
```
! RIJCOSX wB97M-V def2-TZVPD def2/J DEFGRID3
* xyz 0 1
O -0.69 1.22 -0.30
C -0.70 -0.17 -0.04
C 0.74 -0.60 0.31
O 1.68 0.32 -0.17
H -1.56 1.47 -0.61
H -1.37 -0.38 0.80
H -1.07 -0.71 -0.92
H 0.83 -0.73 1.40
H 0.94 -1.57 -0.16
H 1.20 1.15 -0.30
*
```

The value obtained for the HOMO energy is -9.91 eV. As for the SMILES: OCCO. The value obtained for the energy above the lowest of the compared OMol25 structures with the same formula, charge and spin is 16.63 kcal per mole. The gap between HOMO and LUMO comes out at 10.644 eV. Its LUMO energy is 0.7319 eV.